Model A:
Below is a single C6H11NO2 molecule, with properties calculated with ωB97M-V with the def2-TZVPD basis set.

Atoms and positions in Å:
C  0.98270  2.77410  -2.20623
C  1.22251  1.30738  -2.47038
C  0.18481  0.33441  -1.94692
C  0.02643  0.38540  -0.42952
C  -0.69500  -0.80170  0.10664
N  -1.87469  -1.05514  0.42950
C  2.03862  0.90127  -3.61842
O  2.58068  0.88084  -2.30026
H  1.69599  3.39152  -2.76638
H  -0.03591  3.04930  -2.51420
H  1.09107  3.00472  -1.13703
H  -0.77808  0.56025  -2.42858
H  0.46605  -0.68205  -2.25206
H  1.01550  0.43327  0.05358
H  -0.53319  1.28226  -0.12052
H  1.88448  -0.08258  -4.07086
H  2.45323  1.66620  -4.28143
O  0.09475  -1.87516  0.98556
H  0.96441  -1.48604  1.14807
H  -1.61793  -1.96528  1.17148

Calculated values
**HOMO-LUMO gap**: 10.78 eV
**HOMO energy**: -10.11 eV
**Net charge**: 0

=====

Model B:
Below is a single C6H11NO2 molecule, with properties calculated with ωB97M-V with the def2-TZVPD basis set.

Atoms and positions in Å:
C  -0.67275  -0.47449  -0.16085
C  -0.57597  -1.70284  0.74568
C  -2.12545  -0.01417  -0.33299
C  1.56966  0.83192  -0.21737
C  1.92558  0.25351  -1.33118
C  0.18084  0.81728  0.32393
O  2.48870  1.66691  0.39878
O  0.26538  0.88527  1.74624
N  2.19938  -0.20381  -2.38124
H  2.09176  1.88160  1.26829
H  -0.62964  0.75462  2.10391
H  -0.36738  -0.79633  -1.16293
H  3.10690  0.13405  -2.71724
H  -0.31223  1.73878  -0.00759
H  -1.42040  -2.38284  0.57957
H  -0.57548  -1.45206  1.80937
H  0.33781  -2.26489  0.52744
H  -2.81956  -0.85851  -0.38420
H  -2.44821  0.65291  0.47161
H  -2.21893  0.53311  -1.27921

Calculated values
**HOMO-LUMO gap (spin up / spin down)**: 7.35 / 7.35 eV
**HOMO energy (spin up / spin down)**: -7.13 / -7.13 eV
**Net charge**: 0

=====

Model C:
Below is a molecular structure, C6H11NO2, with properties calculated with ωB97M-V with the def2-TZVPD basis set.

Atoms and positions in Å:
C  -1.74827  -1.44283  -0.80556
C  -0.25766  -1.30545  -0.67005
C  -0.23700  0.39402  1.03821
C  0.59032  1.79230  1.11089
C  1.83582  1.55758  0.31199
C  1.51455  0.31547  -0.59097
H  -2.82412  -2.36677  -1.43146
H  -2.43548  -0.25246  -1.15613
H  -2.07297  -1.53181  0.02960
H  0.10566  -2.37670  0.06772
H  0.50203  -1.51050  -1.64280
H  0.04150  -0.31236  1.81305
H  -1.33683  0.58620  1.35286
H  0.77501  2.36922  2.10259
H  -0.07740  2.64976  0.64140
H  2.62758  2.66271  -0.11671
H  2.72750  1.51399  1.11979
N  0.28308  -0.14552  -0.12685
O  -2.09445  -2.66310  -1.54048
O  2.08115  0.06627  -1.50707

Calculated values
**HOMO-LUMO gap**: 9.91 eV
**HOMO energy**: -9.18 eV
**Net charge**: 0

=====

The winner here is model A, beating the second structure by 0.678 eV.

=====

Model A:
Below is a single C6H11NO2 molecule, with properties calculated with ωB97M-V with the def2-TZVPD basis set.

Atoms and positions in Å:
C  0.88608  -0.23548  -0.00643
C  1.27257  0.55718  1.23962
C  1.91527  -0.04560  -1.11860
C  -0.78159  -0.60114  -1.78196
C  -1.56784  -0.15994  0.50797
N  -2.38498  0.82939  0.91621
C  -0.51582  0.19633  -0.49146
O  -1.20745  -1.78044  -1.62293
O  -1.75565  -1.32588  0.84748
H  -1.42667  -2.05803  -0.67974
H  0.83555  -1.29786  0.25940
H  -2.23270  1.78436  0.65372
H  -3.15282  0.60651  1.52676
H  -0.50611  1.26433  -0.72104
H  0.55390  0.39736  2.03799
H  2.25011  0.24369  1.59537
H  1.31650  1.62199  1.01618
H  1.96367  0.99714  -1.40989
H  1.64082  -0.63030  -1.99283
H  2.89716  -0.36362  -0.77581

Calculated values
**HOMO-LUMO gap**: 8.59 eV
**HOMO energy**: -7.82 eV
**Net charge**: 0

=====

Model B:
Below is a single C6H11NO2 molecule, with properties calculated with ωB97M-V with the def2-TZVPD basis set.

Atoms and positions in Å:
C  1.48014  -0.28330  -0.66256
C  1.01484  1.18405  -0.57040
C  -0.11259  1.19664  0.45930
C  -1.56255  1.09229  -0.11980
C  -2.05533  -0.47058  -0.05163
C  -0.03626  -0.70849  -0.35685
H  2.52363  -1.57875  0.62500
H  2.16181  0.13715  1.24177
H  1.94390  -0.46090  -1.63111
H  1.92638  1.70400  -0.11892
H  0.73462  1.53121  -1.58774
H  -0.11028  1.89715  1.26133
H  -2.27059  1.56572  0.60105
H  -1.79972  1.63830  -1.09348
H  -2.44304  -0.54796  0.89574
H  -2.92420  -0.59109  -0.67545
H  -0.37260  -0.02371  -1.08939
N  2.45031  -0.58675  0.34103
O  -1.13326  -1.57603  -0.15969
O  0.02183  -0.07741  1.03415

Calculated values
**HOMO-LUMO gap**: 9.83 eV
**HOMO energy**: -8.86 eV
**Net charge**: 0

=====

The winner here is model A, beating the second structure by 4.321 eV.

=====

Model A:
Below is a single CHClFNO molecule, with properties calculated with ωB97M-V with the def2-TZVPD basis set.

Atoms and positions in Å:
C  0.22871  0.76363  -0.14703
N  -0.16954  -0.56547  0.20576
O  1.18393  1.29710  0.27581
F  -0.75790  1.37736  -0.83692
Cl  0.72180  -2.04077  0.51042
H  -1.20700  -0.83185  -0.00804

Calculated values
**HOMO-LUMO gap**: 10.25 eV
**HOMO energy**: -10.42 eV
**Net charge**: 0

=====

Model B:
Below is 2 unconnected molecules or ions with the total composition CHClFNO, with properties calculated with ωB97M-V with the def2-TZVPD basis set.

Atoms and positions in Å:
C  0.57942  -0.63644  -0.27881
N  3.12955  0.09179  0.19265
O  3.10976  1.16171  -0.16639
F  0.75796  -0.59716  -1.59408
Cl  0.11897  -2.19595  0.31844
H  0.25600  0.22552  0.11751

Calculated values
**HOMO-LUMO gap (spin up / spin down)**: 6.26 / 6.25 eV
**HOMO energy (spin up / spin down)**: -7.17 / -7.15 eV
**Net charge**: 0

=====

The winner here is model A, beating the second structure by 4.195 eV.

=====

Model A:
Below is 8 unconnected molecules or ions with the total composition C26H73N5O8, with properties calculated with ωB97M-V with the def2-TZVPD basis set.

Atoms and positions in Å:
C  -2.88686  -2.56126  -0.02697
C  -1.51566  -3.05493  0.22053
O  -0.80740  -3.09233  -1.02712
H  -3.14518  -3.27566  -0.80864
H  -2.90865  -1.47835  -0.14910
H  -3.39416  -2.68931  0.92925
H  -1.71359  -4.03273  0.65965
H  -1.04670  -2.35735  0.91446
H  -0.64875  -2.23695  -1.43301
C  -2.38166  4.95606  0.81007
C  -1.93925  5.52061  -0.52354
O  -2.80889  6.54708  -1.03746
H  -3.44991  4.75168  0.88203
H  -2.07312  5.67986  1.56439
H  -1.85636  4.02117  1.00539
H  -1.67378  4.78821  -1.28591
H  -1.04292  6.09077  -0.27941
H  -2.31285  7.34897  -1.21779
C  -0.80047  1.65555  -1.21100
C  -0.02313  0.43263  -0.87973
O  0.06128  -0.36182  -2.03582
H  -0.22012  2.38854  -1.77138
H  -1.13939  2.25492  -0.36602
H  -1.75352  1.34650  -1.64029
H  -0.54807  -0.09058  -0.08049
H  0.98066  0.56670  -0.47658
H  0.86171  0.04668  -2.37350
C  2.14347  -1.51102  2.02926
C  2.49692  -0.06080  2.52664
C  2.32467  0.04563  4.04284
O  2.78116  1.40152  4.56299
C  2.34546  1.54270  5.93930
N  3.81191  0.31808  2.16800
H  2.64360  -1.82837  1.11424
H  1.09600  -1.72405  1.81588
H  2.46983  -2.30766  2.69781
H  1.90793  0.66471  1.96554
H  2.87116  -0.70228  4.61736
H  1.26917  -0.18481  4.18746
H  2.72123  0.67956  6.48874
H  1.27955  1.73177  6.06653
H  2.78497  2.47237  6.30077
H  4.50647  0.15462  2.88282
H  3.69377  1.31459  2.28249
C  -7.26219  -2.67771  2.14667
C  -6.00155  -1.88163  2.06648
C  -5.87401  -1.17283  0.75197
O  -4.85452  -0.21349  0.87518
C  -4.68217  0.62887  -0.32720
N  -6.31948  -0.73539  2.99210
H  -7.39070  -3.53615  1.48736
H  -8.25956  -2.24585  2.06386
H  -7.24582  -3.16128  3.12340
H  -5.14149  -2.53268  2.22309
H  -6.83953  -0.72846  0.51030
H  -5.63464  -1.75816  -0.13583
H  -4.96312  0.05888  -1.21279
H  -3.64666  0.96876  -0.30989
H  -5.26158  1.54266  -0.19546
H  -6.02163  -1.00158  3.91975
H  -5.63693  -0.04413  2.71572
C  3.17816  -3.88027  -2.54784
C  4.42769  -3.12376  -2.02659
C  5.64381  -3.30905  -3.02626
O  5.75296  -4.61202  -3.66271
C  7.12009  -4.87835  -4.02577
N  4.05104  -1.78111  -2.07676
H  2.32853  -3.83503  -1.86654
H  3.46865  -4.92779  -2.46770
H  2.86831  -3.62989  -3.56244
H  4.72887  -3.62374  -1.10605
H  6.56145  -2.89979  -2.60370
H  5.50728  -2.68609  -3.91021
H  7.66020  -4.78708  -3.08341
H  7.62160  -4.25033  -4.76210
H  7.16790  -5.95439  -4.19292
H  4.20156  -1.38523  -2.99367
H  3.04935  -1.69352  -1.98169
C  1.18526  1.08817  -5.32582
C  2.38549  0.60056  -4.57673
C  3.76183  0.93366  -5.32549
O  4.69520  0.05139  -4.72087
C  6.00370  0.06355  -5.31347
N  2.26498  1.18307  -3.21140
H  1.27754  2.14125  -5.59153
H  0.34328  1.02414  -4.63656
H  1.04758  0.58651  -6.28367
H  2.39908  -0.48853  -4.61921
H  3.99787  1.99748  -5.29948
H  3.51200  0.78367  -6.37582
H  5.92514  0.36198  -6.35888
H  6.29632  -0.98637  -5.32573
H  6.62906  0.72159  -4.71015
H  2.10837  2.18085  -3.21561
H  3.15279  0.91456  -2.81165
C  -1.38104  0.78049  2.49615
C  -2.50217  0.84286  3.61109
C  -3.29194  2.16584  3.95269
O  -2.28012  2.97722  4.51045
C  -2.66227  4.32419  4.70880
N  -3.45195  -0.13209  3.18865
H  -1.87366  1.15359  1.59825
H  -1.00296  -0.21295  2.25486
H  -0.53006  1.45768  2.56934
H  -2.21645  0.45478  4.58877
H  -4.21148  2.06028  4.52837
H  -3.80815  2.41681  3.02607
H  -2.96404  4.85487  3.80580
H  -1.95540  4.97391  5.22484
H  -3.49421  4.32493  5.41306
H  -2.86610  -0.95383  3.14828
H  -3.75550  -0.06921  2.22740

Calculated values
**HOMO-LUMO gap**: 9.15 eV
**HOMO energy**: -8.60 eV
**Net charge**: 0

=====

Model B:
Below is 8 unconnected molecules or ions with the total composition C26H73N5O8, with properties calculated with ωB97M-V with the def2-TZVPD basis set.

Atoms and positions in Å:
C  -1.57186  -4.62679  1.03059
C  -2.22568  -3.41847  0.39799
O  -3.59377  -3.34632  0.81723
H  -0.49041  -4.71750  1.05244
H  -1.95171  -5.51190  0.51252
H  -2.02315  -4.69834  2.02233
H  -2.26034  -3.43636  -0.69507
H  -1.74934  -2.49133  0.73492
H  -3.98937  -2.62869  0.30739
C  2.42067  2.00970  3.09057
C  1.15105  1.28969  3.53030
O  0.30867  1.10692  2.40351
H  2.23114  3.02315  2.74435
H  3.00356  1.45679  2.35088
H  3.05858  2.04778  3.97884
H  0.71824  2.00518  4.24332
H  1.35984  0.38785  4.10833
H  -0.53642  0.76418  2.71868
C  -1.76881  -4.26761  -3.64331
C  -0.52496  -4.65730  -2.84015
O  -0.82282  -5.85408  -2.12636
H  -1.70183  -3.20739  -3.90131
H  -2.73595  -4.42119  -3.17380
H  -1.70321  -4.77830  -4.60621
H  -0.29816  -3.78829  -2.21634
H  0.35150  -4.76437  -3.48099
H  -0.08051  -6.03244  -1.53954
C  -1.51298  -0.17500  -0.82903
C  -0.15228  -0.76475  -1.27566
C  0.00568  -0.71071  -2.78417
O  0.62707  -1.80725  -3.40481
C  1.97633  -1.97448  -3.05536
N  0.91702  -0.04049  -0.54338
H  -2.28520  -0.89398  -1.13041
H  -1.84980  0.81004  -1.14232
H  -1.50846  -0.22387  0.26233
H  -0.10120  -1.77232  -0.85974
H  0.57439  0.18495  -3.08253
H  -0.99228  -0.62912  -3.21844
H  2.54511  -1.07665  -3.32313
H  2.42441  -2.80189  -3.60523
H  2.13319  -2.20628  -1.99745
H  0.61946  0.43212  0.29771
H  1.37115  0.64527  -1.13195
C  0.09205  -3.36846  5.35768
C  -0.49010  -2.31595  4.39806
C  0.34732  -2.28903  3.13831
O  1.67321  -1.86158  3.45989
C  2.51636  -1.96800  2.33034
N  -1.90945  -2.56578  4.09851
H  1.10603  -3.08498  5.65008
H  0.05156  -4.34890  4.87541
H  -0.42239  -3.45757  6.31831
H  -0.46559  -1.41089  5.01122
H  -0.01471  -1.59343  2.36882
H  0.46419  -3.23043  2.58717
H  2.78538  -3.01362  2.15399
H  3.40383  -1.38152  2.56576
H  2.08932  -1.53611  1.41835
H  -2.42909  -2.59441  4.96822
H  -1.97207  -3.50820  3.72001
C  -4.58206  1.39721  -0.21438
C  -5.69085  0.81608  0.63597
C  -7.04143  0.69030  -0.05215
O  -7.41691  2.02050  -0.41635
C  -8.66597  2.06149  -1.04942
N  -5.24811  -0.47598  1.21115
H  -3.78181  1.71609  0.45489
H  -4.91413  2.24616  -0.81720
H  -4.16228  0.73817  -0.97608
H  -5.80452  1.41449  1.54710
H  -7.81614  0.42309  0.68103
H  -7.07849  -0.01688  -0.88485
H  -9.02023  3.09173  -1.04431
H  -9.41949  1.58490  -0.40273
H  -8.78522  1.61428  -2.03614
H  -6.05694  -0.93676  1.63616
H  -4.72597  -0.32601  2.07274
C  4.08920  2.11410  -1.07983
C  5.45211  1.68843  -1.57965
C  5.53369  0.16758  -1.40019
O  6.83265  -0.35851  -1.45479
C  6.89834  -1.74858  -1.16170
N  5.56640  2.02464  -3.01656
H  3.95985  3.16698  -1.35322
H  3.97282  1.94371  -0.00995
H  3.24065  1.69496  -1.62282
H  6.29175  2.20146  -1.10498
H  4.87751  -0.27863  -2.16400
H  5.05736  -0.11070  -0.45091
H  6.07098  -2.22537  -1.69611
H  6.78302  -1.97938  -0.09913
H  7.88177  -2.04356  -1.51212
H  5.96727  1.20568  -3.48371
H  6.34707  2.64505  -3.22792
C  0.86655  3.34267  -0.90469
C  0.93528  4.82882  -0.56584
C  1.03420  5.72723  -1.79565
O  1.15148  7.08268  -1.51507
C  2.43977  7.46951  -1.05999
N  -0.20656  5.22333  0.27460
H  -0.15531  3.00521  -1.10958
H  1.07010  2.76073  -0.00063
H  1.57946  3.07927  -1.68522
H  1.84881  4.86163  0.04194
H  0.09087  5.51731  -2.31275
H  1.81556  5.34222  -2.46126
H  3.16811  7.25999  -1.84676
H  2.64594  6.98064  -0.10651
H  2.40215  8.54377  -0.89514
H  -1.02273  5.44035  -0.28606
H  -0.46799  4.45659  0.88310

Calculated values
**HOMO-LUMO gap**: 9.41 eV
**HOMO energy**: -8.93 eV
**Net charge**: 0

=====

The winner here is model B, beating the second structure by 3.251 eV.